Molecular formula: C32H45BrCrN2P2
Method: DFT, ωB97M-V with the def2-TZVPD basis set

As for the spin multiplicity: 5. Its expectation value of S² is 6.11. As for the gap between HOMO and LUMO (alpha / beta): 6.21 / 4.90 eV. As for the LUMO energy (alpha / beta): -6.8 / -8.1 eV. Its charge is +2.

Atoms and positions in Å:
C (-3.8527, 1.7020, -3.7597)
H (-3.6883, -0.4409, 6.5010)
H (5.0998, 0.1245, 0.3003)
H (5.2729, 1.8478, -0.0818)
C (-1.4522, 0.2513, 4.0172)
H (2.1825, -1.8337, 3.3268)
C (-2.6198, 1.5615, -1.7004)
C (-3.7117, 2.1808, -1.0664)
C (2.7372, 4.0009, -2.3376)
H (-4.5066, -1.7966, -0.3057)
H (-0.0049, 1.0039, -2.7049)
C (-1.3437, 0.3022, 2.6180)
C (-1.3532, 1.4687, -0.9788)
C (-2.6935, 0.0085, 4.6485)
C (-4.7332, 2.7012, -1.8666)
H (-5.5179, 3.3224, -1.4147)
H (0.5873, 0.2253, 6.7578)
H (-0.3407, -4.1929, -1.8228)
C (1.8389, 2.9476, -2.5409)
Br (3.8647, 6.1172, -0.8565)
P (-0.7844, -2.1420, -0.7037)
C (-3.4691, -1.4747, -0.1454)
C (-0.5890, -3.1647, 0.8058)
C (-0.3325, 0.1568, 6.1716)
H (4.8298, 0.7190, -1.3491)
H (-1.2985, -2.7657, -3.6878)
H (0.1335, -1.7187, -3.6376)
N (-1.0103, 0.2078, 1.4854)
H (3.6512, -1.7209, -3.4439)
H (2.3285, 0.3355, -2.6696)
H (-1.0141, -5.1826, 0.0191)
C (0.7834, 2.7089, -1.6221)
C (-1.2528, -4.5372, 0.8687)
C (-2.7335, -0.2159, 6.0249)
H (-1.5843, -0.3677, 7.8455)
H (-2.6774, -1.8489, -2.1167)
H (1.6160, -1.2463, -2.3895)
H (-2.8033, -3.3053, -1.1087)
H (0.7966, -1.0785, 1.6760)
C (3.7597, -1.2626, -2.4496)
H (0.6591, 0.6626, 4.3136)
C (0.6035, 3.6271, -0.5763)
H (2.8498, 2.0671, -0.5246)
H (3.1218, 1.4828, 1.0938)
H (-2.0742, 0.4777, -3.5523)
H (1.4407, 5.2480, 0.5479)
C (2.7381, -1.3875, 2.4897)
H (-3.7067, 2.3226, 0.0220)
H (-3.5991, -0.0069, 4.0396)
H (0.4942, -3.2847, 0.9275)
C (2.6268, 4.8299, -1.2024)
C (2.4455, -0.5934, -2.0797)
C (-0.2347, -2.7320, -3.4310)
H (-0.2594, 3.5305, 0.0664)
C (1.7694, -0.5523, 1.6556)
H (4.5885, -0.5563, -2.5441)
H (-0.9384, -2.5475, 1.6431)
H (-3.2255, -1.6445, 0.9094)
H (-3.9392, 1.5109, -4.8364)
C (-2.7656, 1.1658, -3.0456)
H (-3.4273, -0.3935, -0.3220)
H (1.9341, 2.3319, -3.4430)
C (-0.2799, 0.3855, 4.7974)
C (-2.5541, -2.2353, -1.0963)
C (0.0111, -3.1669, -1.9886)
N (-4.7879, 2.4546, -3.1749)
P (2.0701, -0.1845, -0.2235)
C (-0.0618, 1.4931, -1.7211)
H (3.5352, -0.7798, 2.9315)
C (4.6868, 0.9462, -0.2936)
H (-0.8901, -5.0503, 1.7674)
H (1.0853, -3.1750, -1.7552)
H (-1.4208, 1.9129, 0.0411)
H (1.6083, 0.4239, 2.1595)
C (1.5473, 4.6280, -0.3344)
H (0.2904, -3.4132, -4.1126)
C (-1.5509, -0.1642, 6.7761)
Cr (-0.1216, 0.0659, -0.2992)
C (3.2230, 1.2081, 0.0386)
H (3.5212, 4.2006, -3.0774)
H (-2.3412, -4.4718, 0.9642)
H (3.1740, -2.1857, 1.8816)
H (4.0396, -2.0482, -1.7376)

For each atom in turn, the Mulliken charge in e is: -0.661, 0.420, 0.362, 0.424, 0.067, 0.439, 0.439, -0.063, -0.729, 0.467, 0.733, 0.624, -0.959, -0.500, -0.621, 0.399, 0.412, 0.605, -0.016, -0.070, 1.949, -0.993, -0.404, -0.787, 0.191, 0.375, 0.230, 0.007, 0.426, -0.048, 0.329, 0.120, -1.404, -0.648, 0.419, 0.454, -0.613, 0.586, -0.365, -1.669, 0.483, -0.324, -0.631, 0.510, 0.315, 0.494, -1.718, 0.440, 0.479, 0.346, -0.092, 1.020, -1.131, 0.608, 0.249, 0.482, 0.157, 0.231, 0.398, -0.064, 0.032, 0.561, -0.253, -0.823, -0.992, -0.541, 1.382, 0.259, 0.361, -1.417, 0.420, 0.394, 0.241, 0.372, -0.907, 0.365, -0.366, -1.353, 0.479, 0.481, 0.353, 0.405, 0.368

=====

Molecular formula: C21H41NO4P
Method: DFT, ωB97M-V with the def2-TZVPD basis set

As for the gap between HOMO and LUMO: 7.32 eV. As for the LUMO energy: -2.6 eV. Its charge is +1.

Atoms and positions in Å:
H (-6.5813, 1.3422, 2.8885)
C (4.5052, 1.4687, -2.9794)
O (2.0740, 0.3043, 0.6654)
H (-5.8852, -0.7297, 4.1364)
H (-4.5140, 1.9149, -0.1892)
H (5.5067, 1.2589, -3.3587)
H (-1.9379, -0.4468, 1.6086)
H (2.4710, 0.8865, -3.2154)
H (-3.7484, 1.2742, 1.2242)
H (-6.7048, 1.1480, 0.4285)
H (2.4198, -2.6329, -4.7550)
C (0.5922, -0.4476, 2.4419)
H (4.4033, -3.9853, -3.9359)
H (2.5943, -1.3522, -2.9043)
H (-5.5843, -0.1783, 0.4181)
C (-2.4360, 3.3072, 4.9391)
H (5.4649, -0.2998, -4.8504)
H (4.5352, 1.3966, -1.8915)
H (-4.3430, -1.3589, 1.6201)
C (0.7412, 0.1882, 1.0882)
H (6.3758, -3.2304, -1.9644)
H (-5.0126, -2.4415, 2.8599)
C (-2.7995, 3.4332, 2.5178)
C (5.5656, -1.3427, -4.5670)
H (3.4270, 0.5934, -4.6439)
H (-4.2985, 2.8871, 4.0951)
P (-2.8834, -1.5652, 3.5441)
H (-7.2577, -0.1537, 2.3322)
C (-4.5334, -1.4790, 2.6864)
O (-1.6296, 3.4165, 2.2305)
H (-0.5427, -0.4418, 4.2384)
C (-4.6853, 1.7088, 0.8711)
C (4.6370, -3.1396, -3.2953)
N (4.2528, -1.8672, -4.0465)
C (6.5411, -1.6256, -3.4457)
C (-5.8521, 0.7238, 0.9689)
H (4.2714, 2.5006, -3.2340)
H (-4.6260, 0.3995, 3.7686)
H (5.8099, -1.9275, -5.4535)
H (-2.2797, -2.7539, 3.0627)
H (1.5135, -0.2350, 2.9873)
O (-0.1309, 0.6050, 0.3968)
C (-3.2724, 3.1715, 3.9065)
H (6.4109, -0.9130, -2.6305)
H (4.0295, -3.1996, -2.3971)
C (3.5787, -0.9185, -3.0790)
H (-2.8489, 3.4860, 5.9249)
H (-2.5979, 0.6737, 2.8325)
C (6.1438, -3.0403, -3.0095)
H (-5.6089, 3.6374, 0.9053)
H (-0.4926, 1.1276, 3.4724)
O (-3.7174, 3.8179, 1.5982)
H (3.0885, -1.2847, -5.7127)
C (-4.9333, 3.0556, 1.5322)
H (6.6780, -3.7847, -3.5975)
H (4.1332, -0.9642, -2.1426)
H (3.8145, -2.9038, -5.8276)
C (-6.3219, 0.4060, 2.3886)
H (7.5751, -1.5626, -3.7752)
C (-1.9801, -0.2051, 2.6673)
C (-0.5865, 0.0608, 3.2683)
C (3.3247, -2.1939, -5.1670)
C (-5.3153, -0.3114, 3.3037)
H (-5.4074, 2.9782, 2.5069)
H (2.2409, -0.4737, 0.1196)
C (3.4437, 0.5282, -3.5542)
H (0.5479, -1.5370, 2.3474)
H (-1.3624, 3.2267, 4.8305)

For each atom in turn, the natural (NBO) charge in e is: 0.198, -0.609, -0.743, 0.223, 0.218, 0.196, 0.231, 0.251, 0.212, 0.209, 0.232, -0.528, 0.230, 0.226, 0.208, -0.273, 0.243, 0.222, 0.210, 0.798, 0.245, 0.234, 0.758, -0.217, 0.212, 0.212, 0.526, 0.212, -0.691, -0.566, 0.215, -0.439, -0.209, -0.205, -0.425, -0.400, 0.242, 0.194, 0.224, -0.050, 0.240, -0.518, -0.361, 0.222, 0.230, -0.210, 0.206, 0.236, -0.430, 0.201, 0.229, -0.503, 0.235, -0.070, 0.232, 0.222, 0.230, -0.396, 0.256, -0.706, -0.402, -0.403, -0.414, 0.172, 0.471, -0.444, 0.234, 0.214

=====

Number 1 is which compound?
C32H45BrCrN2P2

=====

The lowest charge belongs to which entry?
C21H41NO4P

=====

Which of these has the lowest charge?
C21H41NO4P